Record 1
The following is a DFT calculation (the ωB97M-V functional and the def2-TZVPD basis) of a 6-piece molecular cluster, C38H33F5N overall in a non-equilibrium geometry.

- Spin multiplicity: 1
- Net charge: +1
- HOMO-LUMO gap: 5.7 eV

Last column: Mulliken charge in e.
Geometry (Å):
C (-1.80, -6.41, -2.39)  0.122
C (-2.56, -5.60, -2.87)  -0.570
C (-3.36, -4.60, -3.74)  -0.571
C (-2.32, -3.53, -4.26)  0.530
C (-1.54, -2.77, -3.29)  -0.291
C (-0.56, -1.82, -3.83)  -0.217
C (-0.43, -1.72, -5.26)  -0.362
N (-1.21, -2.46, -6.10)  -0.019
C (-2.15, -3.37, -5.67)  -0.450
H (-1.21, -7.31, -2.16)  0.417
H (-3.80, -5.14, -4.61)  0.331
H (-4.14, -4.13, -3.11)  0.336
H (-1.64, -2.90, -2.19)  0.436
H (0.06, -1.26, -3.11)  0.249
H (0.31, -1.04, -5.73)  0.412
H (-1.11, -2.37, -7.12)  0.300
H (-2.77, -3.96, -6.38)  0.338
F (2.15, -1.34, -1.62)  -0.339
C (2.76, -0.20, -2.00)  0.366
C (4.12, -0.21, -2.25)  -0.495
C (4.75, 0.96, -2.65)  -0.494
C (4.01, 2.13, -2.80)  -0.225
C (2.64, 2.12, -2.55)  -0.812
C (2.01, 0.95, -2.15)  -0.116
H (4.69, -1.13, -2.12)  0.436
H (5.81, 0.97, -2.85)  0.399
H (4.50, 3.04, -3.11)  0.417
H (2.07, 3.03, -2.65)  0.415
H (0.95, 0.93, -1.96)  0.485
F (0.41, 3.95, -0.58)  -0.356
C (0.98, 3.61, 0.59)  0.273
C (0.24, 3.71, 1.76)  -0.629
C (0.83, 3.36, 2.97)  -0.359
C (2.15, 2.92, 2.99)  -0.354
C (2.88, 2.83, 1.81)  -0.693
C (2.29, 3.17, 0.60)  -0.204
H (-0.78, 4.06, 1.71)  0.428
H (0.26, 3.42, 3.88)  0.418
H (2.61, 2.65, 3.94)  0.529
H (3.91, 2.49, 1.84)  0.414
H (2.84, 3.10, -0.32)  0.521
F (-0.67, 5.88, 3.69)  -0.239
C (-0.70, 6.97, 2.90)  0.287
C (0.40, 7.25, 2.10)  0.026
C (0.37, 8.37, 1.28)  -0.598
C (-0.74, 9.21, 1.28)  -0.479
C (-1.83, 8.92, 2.10)  -0.409
C (-1.81, 7.79, 2.91)  -0.556
H (1.26, 6.59, 2.11)  0.483
H (1.22, 8.60, 0.64)  0.358
H (-0.76, 10.09, 0.65)  0.374
H (-2.69, 9.58, 2.11)  0.359
H (-2.65, 7.55, 3.55)  0.408
F (-3.34, -13.28, -4.23)  -0.304
C (-3.48, -11.98, -3.92)  0.208
C (-3.94, -11.10, -4.89)  -0.358
C (-4.09, -9.76, -4.56)  -0.405
C (-3.78, -9.31, -3.28)  -0.382
C (-3.32, -10.21, -2.32)  -0.486
C (-3.18, -11.55, -2.64)  -0.328
H (-4.16, -11.47, -5.88)  0.411
H (-4.45, -9.06, -5.31)  0.337
H (-3.89, -8.26, -3.04)  0.467
H (-3.08, -9.86, -1.33)  0.397
H (-2.83, -12.26, -1.90)  0.411
F (4.62, 3.25, 7.97)  -0.308
C (3.29, 3.34, 8.04)  0.278
C (2.64, 2.97, 9.21)  -0.458
C (1.26, 3.07, 9.28)  -0.314
C (0.54, 3.53, 8.18)  -0.673
C (1.19, 3.89, 7.01)  -0.108
C (2.58, 3.80, 6.94)  -0.469
H (3.22, 2.62, 10.05)  0.413
H (0.75, 2.80, 10.19)  0.367
H (-0.54, 3.60, 8.24)  0.383
H (0.63, 4.24, 6.16)  0.375
H (3.11, 4.08, 6.04)  0.518

---

Record 2
The following is a DFT calculation (the ωB97M-V functional and the def2-TZVPD basis) of C38H33MoN4O2P2S as an isolated structure in a non-equilibrium geometry.

- Spin multiplicity: 3
- Relative energy (zero: lowest compared OMol25 entry of this formula, charge and spin): 0.5680 eV
- Net charge: +3
- HOMO-LUMO gap (alpha / beta): 5.9 / 5.9 eV

Last column: Mulliken charge in e.
Geometry (Å):
Mo (0.60, 0.66, 0.32)  1.253
S (0.95, 1.14, 2.53)  -0.254
C (0.25, 2.78, 2.51)  0.660
N (0.35, 3.42, 3.69)  -0.672
N (-0.04, 4.58, 3.99)  0.269
C (-0.87, 5.52, 3.39)  0.921
C (-1.93, 5.20, 2.52)  -0.037
C (-2.72, 6.21, 2.03)  -0.708
C (-2.47, 7.54, 2.38)  -0.439
C (-1.44, 7.86, 3.27)  -0.681
C (-0.66, 6.85, 3.79)  -0.499
N (-0.12, 3.29, 1.37)  -0.327
N (0.07, 2.54, 0.29)  -0.081
C (0.08, 3.22, -0.96)  0.054
C (-0.05, 2.42, -2.10)  0.522
C (0.10, 2.98, -3.35)  -0.659
C (0.33, 4.35, -3.47)  -0.590
C (0.41, 5.15, -2.33)  -0.709
C (0.29, 4.59, -1.07)  -0.271
H (0.34, 4.87, 4.89)  0.306
H (-2.15, 4.17, 2.28)  0.493
H (-3.55, 5.98, 1.39)  0.430
H (-3.09, 8.33, 1.97)  0.439
H (-1.26, 8.89, 3.55)  0.416
H (0.13, 7.08, 4.50)  0.381
H (-0.34, 1.37, -2.00)  0.227
H (0.00, 2.38, -4.25)  0.467
H (0.43, 4.79, -4.45)  0.429
H (0.57, 6.21, -2.44)  0.423
H (0.36, 5.19, -0.18)  0.502
O (2.24, -0.28, -0.10)  -1.123
P (2.05, -1.83, -0.20)  1.946
C (0.45, -2.25, 0.68)  -1.562
P (-1.22, -1.68, 0.06)  1.749
O (-1.18, -0.12, -0.08)  -0.790
C (-1.55, -2.41, -1.53)  0.785
C (-1.62, -3.81, -1.60)  -0.494
C (-2.01, -4.41, -2.78)  -0.892
C (-2.33, -3.62, -3.88)  -0.645
C (-2.26, -2.23, -3.81)  -0.706
C (-1.88, -1.62, -2.62)  -0.484
C (-2.39, -2.16, 1.30)  0.534
C (-2.19, -1.71, 2.61)  -0.592
C (-3.06, -2.12, 3.60)  -0.727
C (-4.12, -2.97, 3.29)  -0.535
C (-4.33, -3.39, 1.99)  -0.784
C (-3.47, -2.99, 0.98)  -0.305
C (1.94, -2.25, -1.93)  0.513
C (1.89, -3.58, -2.33)  -0.223
C (1.89, -3.88, -3.68)  -0.912
C (1.94, -2.86, -4.62)  -0.595
C (1.99, -1.53, -4.22)  -0.861
C (2.00, -1.22, -2.87)  -0.399
C (3.36, -2.65, 0.68)  0.770
C (3.37, -2.58, 2.08)  -0.656
C (4.42, -3.16, 2.76)  -0.802
C (5.44, -3.80, 2.07)  -0.512
C (5.43, -3.85, 0.68)  -0.792
C (4.38, -3.28, -0.03)  -0.345
H (0.54, -1.93, 1.72)  0.696
H (0.39, -3.34, 0.70)  0.600
H (-1.41, -4.42, -0.73)  0.519
H (-2.09, -5.48, -2.85)  0.511
H (-2.65, -4.09, -4.81)  0.466
H (-2.53, -1.63, -4.66)  0.498
H (-1.87, -0.54, -2.54)  0.380
H (-1.38, -1.03, 2.84)  0.132
H (-2.92, -1.79, 4.62)  0.452
H (-4.79, -3.30, 4.08)  0.424
H (-5.17, -4.03, 1.75)  0.448
H (-3.63, -3.31, -0.04)  0.487
H (1.88, -4.38, -1.59)  0.534
H (1.87, -4.91, -4.00)  0.492
H (1.95, -3.10, -5.67)  0.479
H (2.06, -0.75, -4.96)  0.486
H (2.11, -0.19, -2.55)  0.628
H (2.59, -2.07, 2.62)  0.203
H (4.44, -3.13, 3.84)  0.443
H (6.26, -4.25, 2.61)  0.431
H (6.23, -4.34, 0.15)  0.442
H (4.37, -3.32, -1.11)  0.421

---

Q: Which M values were calculated for the entries above? A: 598.68 767.66, in g/mol.